Entry 1:
Here is a structure of composition C26H26MgN2O5S2 at a distorted geometry from the Open Molecules 2025 dataset. Energies are from ωB97M-V with the def2-TZVPD basis set.

Each line ends with the Mulliken charge.
Positions of all 62 atoms, in Å:
Mg: 1.170 0.014 -2.322  1.473
O: 2.825 -3.091 -3.442  -0.714
C: 2.144 -2.095 -3.520  0.274
O: 2.462 -0.944 -3.063  -0.529
C: 0.789 -2.142 -4.264  -0.207
C: 0.518 -0.812 -4.977  0.064
C: -0.654 -0.966 -5.961  -1.035
C: -1.850 -1.001 -4.995  -0.981
C: -1.131 -0.888 -3.644  0.140
O: -0.044 -0.017 -3.937  -0.650
C: -0.429 -2.212 -3.310  -0.100
C: -0.085 -2.258 -1.805  0.007
O: -0.193 -3.290 -1.184  -0.732
O: 0.216 -1.122 -1.288  -0.864
H: 0.819 -2.996 -4.943  0.523
H: 1.403 -0.332 -5.395  0.682
H: -0.572 -1.874 -6.553  0.365
H: -0.710 -0.110 -6.635  0.344
H: -2.428 -1.920 -5.075  0.370
H: -2.517 -0.152 -5.147  0.349
H: -1.743 -0.484 -2.837  0.447
H: -1.046 -3.088 -3.523  0.558
S: 2.714 0.894 -0.511  -0.461
C: 1.442 0.971 0.554  0.778
N: 1.630 0.840 1.871  0.024
C: 0.539 0.987 2.806  -0.439
C: -0.722 0.428 2.175  -0.876
N: -0.936 1.097 0.914  0.389
C: -2.297 1.477 0.608  -1.431
C: -2.669 2.682 1.435  0.583
C: -3.622 2.610 2.441  -0.328
C: -3.915 3.727 3.205  -0.647
C: -3.251 4.919 2.977  -0.386
C: -2.287 4.993 1.985  -0.823
C: -1.996 3.880 1.218  -0.106
C: 0.084 1.309 0.086  -0.111
S: -0.136 2.055 -1.384  -0.257
C: 2.888 0.389 2.439  -1.727
C: 2.757 -1.061 2.834  0.781
C: 2.875 -2.055 1.868  -0.114
C: 2.744 -3.387 2.221  -0.824
C: 2.470 -3.734 3.534  -0.353
C: 2.318 -2.748 4.494  -0.764
C: 2.465 -1.417 4.145  -0.257
H: 0.411 2.047 3.063  0.301
H: 0.778 0.428 3.712  0.303
H: -1.589 0.606 2.815  0.467
H: -0.600 -0.649 2.004  0.291
H: -2.951 0.626 0.819  0.469
H: -2.350 1.724 -0.455  0.528
H: -4.146 1.682 2.621  0.409
H: -4.661 3.665 3.984  0.378
H: -3.489 5.791 3.567  0.390
H: -1.762 5.921 1.809  0.411
H: -1.251 3.934 0.438  0.425
H: 3.121 1.020 3.302  0.455
H: 3.659 0.509 1.679  0.670
H: 3.081 -1.791 0.841  0.429
H: 2.857 -4.154 1.470  0.419
H: 2.383 -4.773 3.815  0.390
H: 2.090 -3.012 5.517  0.383
H: 2.380 -0.651 4.905  0.446

The total energy is -2488.70384 Ha. Its frontier orbital gap is 0.2601 hartree. For the HOMO energy, the calculation gives -8.436 eV. The spin multiplicity is 1.

***

Entry 2:
Here is a structure of composition C26H26N7PtS3Se at a distorted geometry from the Open Molecules 2025 dataset. Energies are from ωB97M-V with the def2-TZVPD basis set.

Each line ends with the Löwdin spin population.
Positions of all 64 atoms, in Å:
Pt: 0.910 -0.853 -0.860  1.039
N: 1.020 -4.733 -2.374  0.002
C: -0.178 -4.982 -1.773  0.003
C: -0.542 -3.831 -1.138  0.006
N: 0.411 -2.893 -1.348  0.045
C: 1.353 -3.452 -2.097  0.003
C: 2.497 -2.699 -2.524  0.012
N: 2.455 -1.374 -2.574  0.072
C: 3.686 -0.963 -2.962  0.006
C: 4.488 -2.053 -3.154  0.003
N: 3.724 -3.148 -2.886  0.004
H: 1.531 -5.386 -2.944  0.001
H: -0.666 -5.928 -1.842  0.001
H: -1.413 -3.631 -0.548  0.000
H: 3.916 0.075 -3.095  0.000
H: 5.511 -2.127 -3.456  0.001
H: 4.060 -4.097 -2.851  0.001
N: 1.527 1.197 -0.854  0.036
S: 0.838 2.624 -0.847  0.019
C: 0.076 2.703 0.814  0.001
C: 0.573 1.870 1.798  -0.001
C: 0.021 1.920 3.068  0.000
C: -0.987 2.828 3.350  0.000
C: -1.439 3.699 2.369  0.000
C: -0.905 3.638 1.094  0.000
C: -0.715 2.442 -1.788  0.003
C: -1.161 1.203 -2.203  0.033
C: -2.339 1.105 -2.925  0.002
C: -3.076 2.244 -3.212  0.001
C: -2.606 3.486 -2.817  -0.001
C: -1.414 3.593 -2.119  0.002
H: 2.502 1.258 -1.123  0.001
H: 1.376 1.185 1.572  -0.001
H: 0.397 1.258 3.832  0.000
H: -1.408 2.876 4.342  0.000
H: -2.191 4.440 2.593  0.000
H: -1.250 4.318 0.333  0.000
H: -0.567 0.297 -1.996  0.028
H: -2.673 0.140 -3.276  0.001
H: -4.010 2.159 -3.751  0.000
H: -3.151 4.379 -3.083  0.000
H: -1.016 4.564 -1.865  0.000
Se: 3.119 -1.577 0.631  0.376
C: 2.838 -1.261 2.483  0.036
C: 3.395 -0.140 3.092  0.028
C: 3.181 0.048 4.445  -0.003
N: 2.460 -0.768 5.193  0.029
C: 1.945 -1.841 4.616  -0.004
C: 2.110 -2.142 3.276  0.026
H: 3.988 0.560 2.523  0.001
H: 3.608 0.902 4.955  -0.001
H: 1.372 -2.490 5.263  -0.001
H: 1.677 -3.038 2.862  0.000
S: -0.647 -0.938 1.171  0.060
C: -2.148 -0.440 0.672  0.057
N: -2.826 0.547 1.275  0.046
C: -4.148 0.890 0.814  0.005
C: -4.512 -0.056 -0.336  0.002
S: -3.094 -1.185 -0.590  0.014
H: -2.409 1.044 2.049  0.001
H: -4.153 1.933 0.479  0.002
H: -4.861 0.791 1.636  0.001
H: -4.676 0.482 -1.269  0.000
H: -5.386 -0.672 -0.119  0.000

The total energy is -5104.74815 Ha. Its frontier orbital gap (alpha / beta) is 0.2623 / 0.2378 hartree. For the HOMO energy (alpha / beta), the calculation gives -9.190 / -9.936 eV. The spin multiplicity is 3. Its net charge is +1.

***

Entry 3:
Here is a structure of composition C26H27AsBF5N4OS2TeV at a distorted geometry from the Open Molecules 2025 dataset. Energies are from ωB97M-V with the def2-TZVPD basis set.

Each line ends with the Löwdin spin population.
Positions of all 69 atoms, in Å:
V: 1.973 -0.917 -0.667  1.034
C: 3.020 -1.948 3.466  0.000
N: 1.794 -2.521 3.170  -0.001
C: 1.304 -3.731 3.719  -0.001
C: 0.131 -3.968 3.186  -0.001
N: -0.170 -2.939 2.276  -0.003
B: -1.595 -2.740 1.567  0.011
N: -2.245 -1.723 2.561  0.097
C: -1.646 -1.209 3.645  0.110
C: -2.587 -0.352 4.196  0.140
N: -3.686 -0.231 3.448  0.068
C: -4.777 0.575 3.612  0.006
C: -3.470 -1.122 2.332  0.009
S: -4.347 -1.071 0.919  0.517
C: 0.866 -2.073 2.282  0.010
S: 1.036 -0.563 1.465  0.026
H: 3.664 -2.700 3.821  0.000
H: 2.919 -1.123 4.188  0.000
H: 3.537 -1.505 2.570  0.000
H: 1.971 -4.368 4.331  0.000
H: -0.433 -4.858 3.226  0.000
H: -2.223 -3.742 1.751  0.004
H: -1.263 -2.386 0.491  0.004
H: -0.756 -1.783 4.051  0.004
H: -2.506 0.151 5.161  0.008
H: -4.502 1.662 3.535  0.003
H: -5.311 0.302 4.485  0.003
H: -5.513 0.398 2.832  0.001
F: 0.880 -5.714 -2.569  0.000
Te: 1.249 -4.879 -0.927  0.001
F: 1.753 -2.351 -1.731  0.021
F: 1.097 -6.627 -0.373  0.000
F: 1.826 -4.704 0.933  0.001
F: 3.011 -4.704 -1.310  0.000
O: 3.360 -0.403 -0.487  -0.087
C: 2.973 5.119 -0.075  0.000
C: 3.305 3.857 0.411  0.000
C: 2.574 2.752 0.012  0.001
C: 1.510 2.866 -0.873  -0.001
C: 1.145 4.123 -1.352  -0.001
C: 1.907 5.240 -1.012  0.000
As: 0.732 1.272 -1.493  -0.003
C: -1.212 1.547 -1.405  -0.001
C: -1.811 2.344 -0.366  -0.001
C: -3.200 2.485 -0.300  0.005
C: -3.976 1.870 -1.275  0.007
C: -3.432 1.050 -2.233  0.004
C: -2.035 0.896 -2.292  -0.001
C: 1.147 1.014 -3.363  0.004
C: 0.580 -0.080 -4.045  0.002
C: 0.918 -0.267 -5.391  0.000
C: 1.734 0.699 -6.032  0.001
C: 2.347 1.750 -5.357  0.000
C: 1.956 1.909 -4.029  0.001
H: 3.523 6.039 0.308  0.000
H: 3.980 3.668 1.245  0.000
H: 2.818 1.764 0.387  0.001
H: 0.298 4.220 -2.022  0.000
H: 1.621 6.205 -1.359  0.000
H: -1.074 2.928 0.232  0.000
H: -3.643 3.202 0.335  0.000
H: -5.085 2.129 -1.377  0.000
H: -4.010 0.593 -3.051  0.000
H: -1.553 0.492 -3.153  0.000
H: -0.044 -0.764 -3.607  0.000
H: 0.501 -1.057 -5.953  0.000
H: 1.968 0.730 -7.099  0.000
H: 2.870 2.466 -6.040  0.000
H: 2.310 2.805 -3.528  0.000

The total energy is -6069.43661 Ha. Its frontier orbital gap (alpha / beta) is 0.3150 / 0.2301 hartree. For the HOMO energy (alpha / beta), the calculation gives -11.573 / -11.639 eV. The spin multiplicity is 3. Its net charge is +1.

***

Entry 4:
Here is a structure of composition C26H27BrN4Pd at a distorted geometry from the Open Molecules 2025 dataset. Energies are from ωB97M-V with the def2-TZVPD basis set.

Each line ends with the Mulliken charge.
Positions of all 59 atoms, in Å:
Pd: 0.702 0.595 0.669  0.045
C: -0.677 1.501 3.277  -1.331
N: 0.525 0.758 2.808  0.070
C: 1.682 1.381 3.501  -0.954
C: 0.386 -0.666 3.234  -0.853
C: -0.514 -1.372 2.272  1.027
C: -1.292 -2.475 2.612  -0.980
C: -2.082 -3.097 1.653  -1.106
C: -2.110 -2.623 0.350  -1.040
C: -1.346 -1.515 -0.022  -0.763
C: -0.587 -0.952 0.963  1.749
H: -0.708 1.452 4.366  0.415
H: -1.582 1.050 2.885  0.469
H: -0.612 2.543 2.976  0.438
H: 1.468 1.447 4.569  0.369
H: 1.846 2.383 3.109  0.339
H: 2.575 0.789 3.372  0.382
H: -0.001 -0.701 4.255  0.597
H: 1.377 -1.124 3.227  0.434
H: -1.276 -2.839 3.632  0.537
H: -2.680 -3.955 1.926  0.432
H: -2.714 -3.110 -0.404  0.532
H: -1.358 -1.172 -1.048  0.835
C: -0.072 0.615 -2.395  -1.691
N: 0.930 0.442 -1.338  0.241
C: 2.138 0.065 -1.660  0.049
C: 3.014 -0.276 -0.629  -0.127
C: 4.323 -0.739 -0.600  -0.819
C: 4.642 -0.932 0.749  -1.168
C: 3.527 -0.564 1.486  -0.244
N: 2.536 -0.132 0.667  0.325
C: -0.269 -0.601 -3.286  0.784
C: 0.097 -1.888 -2.902  0.269
C: -0.124 -2.962 -3.757  -0.955
C: -0.716 -2.759 -4.993  -0.518
C: -1.078 -1.476 -5.381  -0.588
C: -0.851 -0.403 -4.534  -0.727
H: 0.224 1.467 -3.015  0.660
H: -1.013 0.907 -1.928  0.430
H: 2.410 -0.036 -2.707  0.519
H: 4.952 -0.918 -1.457  0.503
H: 5.571 -1.290 1.158  0.459
H: 3.437 -0.611 2.556  0.488
H: 0.571 -2.069 -1.945  0.313
H: 0.175 -3.957 -3.455  0.444
H: -0.888 -3.595 -5.657  0.425
H: -1.526 -1.309 -6.351  0.423
H: -1.122 0.597 -4.852  0.438
Br: -3.859 5.380 -0.190  -0.022
C: -2.690 3.955 0.045  0.008
C: -1.311 4.158 0.017  -0.815
C: -0.488 3.073 0.201  -0.440
N: -0.952 1.823 0.411  0.651
C: -2.276 1.635 0.430  -0.046
C: -3.171 2.669 0.250  -0.898
H: -0.889 5.138 -0.152  0.514
H: 0.589 3.205 0.164  0.557
H: -2.626 0.624 0.597  0.403
H: -4.232 2.465 0.272  0.509

The total energy is -3927.27642 Ha. Its frontier orbital gap is 0.2325 hartree. For the HOMO energy, the calculation gives -14.131 eV. The spin multiplicity is 1. Its net charge is +2.